Record 1
Density functional theory data (the ωB97M-V functional and the def2-TZVPD basis) for a structure of composition C3H3CaCsO3.

The net charge is +3. Its multiplicity is 2.

Each line ends with the Mulliken spin population.
Geometry (Å):
H1 1.9048 -4.1528 -3.6101  0.035
C1 0.9975 -3.7637 -3.1439  0.432
Cs1 0.5949 0.9844 2.9832  0.000
O1 0.0489 -0.3644 -0.9483  0.018
H2 1.8746 -3.9005 -1.1383  0.032
O2 0.0137 -1.2354 -2.9664  0.004
C2 0.0688 -1.3377 -1.7339  -0.002
Ca1 -0.4685 1.0245 -2.8060  0.000
O3 0.4104 -2.5431 -1.1530  0.109
H3 0.0585 -3.7393 -3.6967  0.041
C3 1.0698 -3.4963 -1.7559  0.330

***

Record 2
Density functional theory data (the ωB97M-V functional and the def2-TZVPD basis) for a structure of composition C11H5N2O5Pr.

The net charge is +2. Its multiplicity is 3.

Each line ends with the Mulliken spin population.
Geometry (Å):
O1 2.8700 3.7955 2.9587  0.000
N1 -0.6419 -0.3116 -0.1964  -0.002
O2 -0.9300 3.5514 0.8850  -0.004
C1 -0.2971 -1.3332 -1.0395  0.000
O3 4.5050 1.0286 -1.9108  0.001
H1 -3.9461 -1.1329 0.2148  0.000
H2 -2.1506 0.4698 1.0811  0.000
C2 2.6997 3.1217 2.0435  0.002
C3 0.6822 0.7120 2.2323  -0.004
Pr1 1.4750 1.0839 0.0225  2.042
N2 -4.3608 -3.8412 -2.0227  0.000
C4 -1.2540 -2.2473 -1.5130  0.000
C5 3.4987 1.2867 -1.4190  -0.001
C6 3.5438 -0.3321 0.7641  -0.003
C7 -2.5844 -2.1789 -1.0704  0.000
H3 0.9266 2.9727 -0.5930  -0.018
C8 -0.1068 2.8010 0.4640  -0.016
C9 -3.5614 -3.0993 -1.5852  0.000
H4 0.7707 -1.4024 -1.3303  -0.001
O4 0.1178 0.4198 3.1876  0.004
O5 4.5491 -0.8549 0.8991  0.002
H5 -0.9793 -3.0324 -2.2205  0.000
C10 -1.9266 -0.2987 0.2974  0.000
C11 -2.8997 -1.1783 -0.1491  -0.001

***

Record 3
Density functional theory data (the ωB97M-V functional and the def2-TZVPD basis) for the molecule C2H5N3O.

The net charge is 0. Its multiplicity is 1. Its SMILES is [H]/N=C\N(O)/C=N/[H].

Each line ends with the natural charge from an NBO analysis.
Geometry (Å):
H1 -1.0317 -1.7536 -0.1404  0.170
N1 -2.2787 -0.0741 -0.0281  -0.727
H2 2.2686 0.8267 0.0861  0.346
C1 1.1958 -0.6992 -0.0780  0.240
N2 2.3544 -0.1777 0.0072  -0.648
H3 1.1142 -1.9001 -0.3618  0.198
N3 0.0974 0.0352 0.2387  -0.191
C2 -1.1495 -0.6355 0.0305  0.276
O1 0.0296 1.4393 -0.0771  -0.543
H4 -1.0102 1.4661 -0.2495  0.506
H5 -3.0675 -0.6291 0.0425  0.374

***

What are the calculated total energy values for these records? In order: -28260.6723, -38753.8767, -8669.6106 eV.
What are the ΔE to the lowest compared entry with this formula, charge and spin values for these records? In order: 0.0, 16.8, 389.0 kJ/mol.
What are the strongest force on any atom values for these records? In order: 1.79, 6.31, 4.77 eV/Å.